Record 1
Computed, not measured: a 2-piece molecular cluster, C6H11NO2 overall at a distorted geometry, with wB97M-V/def2-TZVPD.

CARTESIAN COORDINATES (ANGSTROEM)
C -1.2170 1.7390 0.5408
C -1.2942 0.3373 -0.0118
O -1.6511 0.1778 -1.3427
C -1.4779 -0.6814 0.9177
O -2.1825 -1.5275 1.3530
H -0.3771 1.8428 1.2287
H -1.0376 2.4863 -0.2348
H -2.1276 1.9624 1.0994
H -1.3178 0.9588 -1.8168
C 1.6465 0.6293 -0.7098
C 0.8980 -0.3797 -0.1736
C 0.9267 -1.7460 -0.8183
N 0.6715 -0.5249 1.3114
H 1.7879 1.5824 -0.2230
H 1.9199 0.5724 -1.7512
H 0.1170 -2.3720 -0.4408
H 1.8574 -2.2617 -0.5774
H 0.8042 -1.6569 -1.8944
H 1.0680 0.2585 1.8238
H 0.9857 -1.3968 1.7199

The value obtained for the relative energy (zero: lowest compared OMol25 entry of this formula, charge and spin) is 513.18 kJ/mol. The SMILES is CC(O)=C=O.C=C(C)N. Its multiplicity is 1. The calculated total energy comes out at -440.2918 hartree. As for the HOMO energy: -6.6 eV. The lowest unoccupied orbital energy is 0.73 eV.

These are the Mulliken partial charges, in e, on atoms 1 to 2: -1.248 0.669

---

Record 2
Computed, not measured: CH7INP2 as an isolated structure, with wB97M-V/def2-TZVPD.

CARTESIAN COORDINATES (ANGSTROEM)
C 0.2722 -0.3515 -0.8310
N -0.1131 -0.1436 1.7012
P 1.2333 1.1287 -0.9508
P -1.4954 -0.4461 -1.1097
I 1.2988 -2.1684 -0.6778
H 0.5584 -0.7245 2.1920
H -0.0718 0.7834 2.1139
H -1.0369 -0.5160 1.8995
H 2.1317 0.9612 0.0955
H 0.3150 2.0299 -0.4224
H -1.6147 0.7608 -1.8076
H -1.4775 -1.3137 -2.2028

The value obtained for the relative energy (zero: lowest compared OMol25 entry of this formula, charge and spin) is 28.29 kJ/mol. Its multiplicity is 1. The calculated total energy comes out at -1077.1041 hartree. As for the HOMO energy: -14.2 eV. As for the total charge: +1. The lowest unoccupied orbital energy is -6.11 eV.

These are the Mulliken partial charges, in e, on atoms 1 to 2: -0.075 -0.693

---

Record 3
Computed, not measured: C15H37CuNNbO as an isolated structure at a distorted geometry, with wB97M-V/def2-TZVPD.

CARTESIAN COORDINATES (ANGSTROEM)
C -1.4816 -4.1535 0.0360
C -0.9991 -2.8687 0.7097
Nb -2.2805 -1.3559 -0.3338
C -3.3268 -1.0148 1.6730
C -2.4649 -0.0165 2.4207
C -2.7159 -0.0667 3.9315
N -1.4899 0.3796 4.6602
C -1.6769 -1.7662 -2.4581
C -0.1992 -1.8135 -2.8040
C 0.7101 -0.6154 -2.4552
C 1.7934 -0.8728 -1.3878
C 3.1588 -0.2242 -1.6699
C 3.3516 1.2261 -1.2209
C 2.8490 2.2829 -2.2184
C 2.4280 3.6284 -1.6242
C 1.1015 3.6440 -0.8820
O 1.0418 2.7766 0.2357
C 1.7122 3.2731 1.3596
H -1.8964 -4.8472 0.7675
H -0.6699 -4.6425 -0.5026
H -2.2974 -4.0100 -0.7009
H 0.0803 -2.7150 0.6330
H -1.2134 -2.8643 1.7862
H -3.9223 -2.1694 -0.5450
H -3.0922 0.2202 -0.7923
H -1.0655 -0.0700 0.1087
H -3.4218 -1.9794 2.1768
H -4.3110 -0.6329 1.4004
H -1.3950 -0.2110 2.2571
H -2.6487 0.9864 2.0368
H -3.4922 0.6323 4.2493
H -3.0293 -1.0705 4.2352
H -0.8839 -0.4680 4.6252
H -1.7061 0.5763 5.6333
H -2.2645 -1.0398 -3.0325
H -2.1582 -2.7541 -2.5356
H 0.2369 -2.7411 -2.4190
H -0.2073 -1.9193 -3.9008
H 0.0825 0.2282 -2.1417
H 1.2100 -0.3059 -3.3804
H 1.9434 -1.9584 -1.3124
H 1.4318 -0.5354 -0.4086
H 3.9274 -0.8316 -1.1804
H 3.3532 -0.2921 -2.7484
H 4.4224 1.3853 -1.0511
H 2.8462 1.3690 -0.2613
H 3.6495 2.4865 -2.9367
H 2.0115 1.8668 -2.7961
H 2.3112 4.3409 -2.4491
H 3.2295 4.0274 -0.9895
H 0.3001 3.3087 -1.5452
H 0.8640 4.6645 -0.5568
H 2.6188 3.8304 1.0919
H 2.0126 2.4127 1.9619
H 1.0719 3.9233 1.9683
Cu 0.5605 -0.6436 5.2826

Its expectation value of S² is 0.77. Its multiplicity is 2. The calculated total energy comes out at -2420.4796 hartree. As for the HOMO energy (spin up / spin down): -10.8 / -10.8 eV. As for the total charge: +1. The lowest unoccupied orbital energy (spin up / spin down) is -6.66 / -6.66 eV.

These are the Mulliken partial charges, in e, on atoms 1 to 2: -0.859 -0.859

---

Record 4
Computed, not measured: a 2-piece molecular cluster, C41H43N4OP overall at a distorted geometry, with wB97M-V/def2-TZVPD.

CARTESIAN COORDINATES (ANGSTROEM)
C 5.8249 -4.7220 1.7199
C 4.6897 -4.5631 2.5168
C 3.6164 -3.7877 2.0692
C 3.6701 -3.1780 0.8090
P 2.2823 -2.1336 0.2409
C 0.8665 -3.1985 0.6716
C -0.0862 -2.7539 1.5867
C -1.1875 -3.5577 1.8730
C -1.3691 -4.7618 1.1905
C -0.4162 -5.1968 0.2656
C 0.7006 -4.4084 -0.0072
C 2.0606 -0.7811 1.3409
C 2.3062 0.5204 0.9234
N 2.5185 1.6581 0.6798
O 2.2976 -1.7747 -1.2087
C 4.8343 -3.2932 0.0416
C 5.9010 -4.0716 0.4892
H 6.6423 -5.3554 2.0588
H 4.6383 -5.0422 3.4906
H 2.7403 -3.6443 2.7024
H 0.0400 -1.7980 2.0930
H -1.8799 -3.2322 2.6441
H -2.2443 -5.3728 1.4009
H -0.5431 -6.1500 -0.2419
H 1.4503 -4.7159 -0.7365
H 2.0441 -1.0044 2.4164
H 4.8976 -2.7676 -0.9067
H 6.7991 -4.1797 -0.1124
C 0.4756 5.9485 5.7704
N 0.1050 4.5392 5.8215
C 0.1738 3.9700 7.1553
C -0.2042 3.8241 4.7031
C -0.6279 2.4570 4.7561
C -0.8031 1.7270 3.5933
C -0.6175 2.3097 2.3087
C -0.7894 1.5099 1.1269
C -0.6517 2.0067 -0.1503
C -0.9413 1.2590 -1.3227
C -0.3549 1.6724 -2.5797
C 0.7566 2.5525 -2.5884
C 1.2454 3.0941 -3.7610
C 0.7718 2.6202 -5.0209
N 1.2891 3.0913 -6.1933
C 1.2096 2.3430 -7.4319
C 1.8414 4.4247 -6.3106
C -0.2691 1.6481 -5.0309
C -0.8811 1.2836 -3.8434
C -1.8583 0.1314 -1.2595
C -2.9387 0.1100 -0.3483
C -3.8177 -0.9555 -0.2855
C -3.7126 -2.0080 -1.2277
N -4.6653 -3.0174 -1.2528
C -5.4633 -3.2989 -2.4315
C -4.7882 -3.9622 -0.1607
C -2.6461 -2.0008 -2.1614
C -1.6973 -0.9900 -2.1180
C -0.2693 3.6893 2.2608
C -0.0687 4.4245 3.4151
H -0.0698 6.4746 4.9725
H 0.2258 6.4014 6.7439
H 1.5606 6.0571 5.5829
H 0.1932 2.8748 7.1448
H 1.0855 4.3389 7.6537
H -0.6994 4.3084 7.7371
H -0.7913 1.9675 5.7168
H -1.0892 0.6707 3.6323
H -1.0206 0.4481 1.2854
H -0.2249 3.0024 -0.2866
H 1.2178 2.8167 -1.6394
H 2.0366 3.8472 -3.7269
H 0.9682 1.3008 -7.2158
H 0.4396 2.7606 -8.0971
H 2.1844 2.3783 -7.9361
H 1.7448 4.9671 -5.3660
H 2.9048 4.3707 -6.5789
H 1.3050 4.9895 -7.0904
H -0.6171 1.2262 -5.9845
H -1.7865 0.6764 -3.9001
H -3.0683 0.9460 0.3370
H -4.6296 -0.9693 0.4471
H -5.4024 -2.4574 -3.1305
H -5.1279 -4.2121 -2.9438
H -6.5107 -3.4303 -2.1277
H -4.2048 -3.6180 0.7052
H -5.8471 -4.0581 0.1186
H -4.4098 -4.9577 -0.4604
H -2.5695 -2.8274 -2.8813
H -0.8122 -1.0694 -2.7600
H -0.1234 4.1724 1.2921
H 0.2411 5.4668 3.3126

Its multiplicity is 1. The calculated total energy comes out at -2223.6574 hartree. As for the HOMO energy: -5.8 eV. The lowest unoccupied orbital energy is -1.60 eV.

These are the Mulliken partial charges, in e, on atoms 1 to 2: -0.400 -0.589

---

Record 5
Computed, not measured: a 2-piece molecular cluster, C5H10O2 overall, with wB97M-V/def2-TZVPD.

CARTESIAN COORDINATES (ANGSTROEM)
O -1.1181 -0.7036 -0.9308
C -0.1702 0.0454 -0.8260
C 0.0486 0.9111 0.3639
C -1.0667 1.9924 0.0997
O -1.7622 1.9093 -1.1363
H 0.4886 0.2766 -1.6834
H -0.1373 0.3652 1.2954
H 1.0725 1.3136 0.4064
H -1.7742 1.9167 0.9240
H -0.6120 2.9785 0.0822
H -2.2401 1.0658 -1.1757
C 1.7260 -1.6786 0.6928
C 0.7229 -2.3775 0.1759
H 1.7652 -1.4302 1.7509
H 2.5351 -1.2999 0.0728
H -0.1261 -2.6955 0.7758
H 0.6481 -2.5894 -0.8876

The value obtained for the relative energy (zero: lowest compared OMol25 entry of this formula, charge and spin) is 298.11 kJ/mol. The SMILES is O=CCCO.C=C. Its multiplicity is 1. The calculated total energy comes out at -346.9119 hartree. As for the HOMO energy: -9.9 eV. The lowest unoccupied orbital energy is 0.91 eV.

These are the Mulliken partial charges, in e, on atoms 1 to 2: -0.580 0.115

---

Record 6
Computed, not measured: a 2-piece molecular cluster, C4H8O2 overall, with wB97M-V/def2-TZVPD.

CARTESIAN COORDINATES (ANGSTROEM)
C 0.7251 -0.2792 -1.2971
C -0.3413 -0.6124 -0.5742
O -1.6055 -0.4019 -1.0831
C -0.2846 -0.8584 0.9187
C -0.4147 0.5964 1.3081
O 0.5304 1.2858 1.6109
H 1.7260 -0.3722 -0.8924
H 0.6031 0.0893 -2.3100
H -2.1107 -1.2181 -0.9864
H -1.1099 -1.4779 1.2908
H 0.6799 -1.2528 1.2497
H -1.4141 1.0330 1.1187
H 1.1601 1.6371 -0.7522
H 1.1510 1.9380 -0.0681

The value obtained for the relative energy (zero: lowest compared OMol25 entry of this formula, charge and spin) is 316.17 kJ/mol. The SMILES is C=C(O)CC=O.[H][H]. Its multiplicity is 1. The calculated total energy comes out at -307.5920 hartree. As for the HOMO energy: -9.2 eV. The lowest unoccupied orbital energy is 0.63 eV.

These are the Mulliken partial charges, in e, on atoms 1 to 2: -1.212 0.521